{
  "formula": "C4H9N3O",
  "method": "ωB97M-V with the def2-TZVPD basis set",
  "elements": ["C", "C", "C", "N", "N", "N", "C", "O", "H", "H", "H", "H", "H", "H", "H", "H", "H"],
  "xyz": [[0.1911, -1.9438, -0.0450], [0.0462, -0.5447, -0.5888], [-0.8467, 0.3599, 0.0602], [-1.8658, -0.0109, 0.8618], [-0.5248, 1.6684, -0.0267], [0.5360, 1.9028, -0.9981], [1.4445, 0.9813, -0.6764], [2.1192, 0.8985, 0.5422], [-0.7040, -2.5752, -0.1626], [1.0014, -2.4623, -0.5593], [0.4466, -1.9264, 1.0183], [0.0091, -0.4524, -1.6713], [-2.1130, -0.9827, 0.9280], [-2.2436, 0.6136, 1.5567], [-1.2267, 2.3918, 0.0372], [2.1283, 0.6868, -1.4662], [1.6022, 1.3952, 1.1901]],
  "atomic_forces_ev_per_a": [[-0.1, 0.0, 0.0], [0.2, 0.3, 0.0], [0.1, 0.2, 0.0], [0.1, 0.1, 0.0], [0.1, -0.1, 0.0], [-0.2, -0.2, 0.2], [-0.2, -0.2, 0.3], [-0.3, 0.0, -0.2], [0.1, 0.1, 0.0], [0.0, 0.0, 0.0], [0.0, 0.0, 0.0], [0.0, 0.1, 0.0], [0.1, 0.0, 0.0], [0.1, 0.0, -0.1], [0.0, -0.1, 0.0], [0.0, 0.0, 0.0], [0.0, 0.0, -0.1]],
  "homo_ev": -6.81,
  "orbital_gap_ev": 7.38,
  "de_lowest_kj_mol": 389.5,
  "e_tot_ev": -10808.425,
  "smiles": "C/C=C(\\N)N/N=C\\O"
}


{
  "formula": "C4H9N3O",
  "method": "ωB97M-V with the def2-TZVPD basis set",
  "elements": ["C", "C", "C", "N", "N", "C", "N", "O", "H", "H", "H", "H", "H", "H", "H", "H", "H"],
  "xyz": [[1.4797, 1.6539, 0.4823], [0.4931, 0.8100, 0.1812], [-1.1214, 1.2009, 0.5287], [0.5430, -0.4141, -0.3965], [1.6276, -0.7090, -1.2733], [-0.6643, -1.1915, -0.5270], [-1.2228, -1.6363, 0.6461], [-0.9368, -1.7529, -1.5857], [2.5116, 1.3174, 0.4704], [1.2834, 2.6633, 0.8223], [-1.1133, 2.2952, 0.5716], [-1.9409, 0.9940, -0.1650], [-1.3189, 0.8680, 1.5500], [1.2308, -0.6908, -2.2159], [1.8532, -1.6923, -1.1180], [-0.8192, -1.3267, 1.5178], [-1.8845, -2.3893, 0.5108]],
  "atomic_forces_ev_per_a": [[0.2, -0.4, 0.2], [-3.8, 1.9, 0.9], [2.8, 1.4, 0.2], [-0.3, -1.2, -0.4], [-0.8, -0.4, 0.0], [1.5, -2.7, -0.7], [0.3, 0.9, -0.8], [0.0, 1.2, 0.7], [-0.1, 0.1, -0.4], [-0.1, -0.2, 0.1], [0.1, -0.1, 0.2], [0.6, -0.7, -0.1], [-0.2, -0.1, -0.3], [0.2, 0.1, 0.1], [0.1, 0.2, 0.0], [-0.4, -0.4, -0.1], [0.1, 0.3, 0.5]],
  "homo_ev": -8.29,
  "orbital_gap_ev": 9.10,
  "de_lowest_kj_mol": 230.8,
  "e_tot_ev": -10810.069,
  "smiles": "C=C(C)N(N)C(N)=O"
}


{
  "formula": "C4H9N3O",
  "method": "ωB97M-V with the def2-TZVPD basis set",
  "elements": ["C", "C", "C", "C", "N", "N", "N", "O", "H", "H", "H", "H", "H", "H", "H", "H", "H"],
  "xyz": [[0.4050, -1.4167, 0.1375], [1.8919, -1.3453, -0.0851], [-0.7104, 0.8523, -0.4918], [-0.4762, -0.1814, -1.3780], [-0.7737, 1.0345, 1.7930], [-1.3548, 2.0497, -0.7743], [-0.1126, 0.5766, 0.7097], [-0.8652, -0.7129, -2.3702], [-1.7826, 1.1587, 1.7656], [-0.3345, 0.7848, 2.6641], [-1.9279, 2.0363, -1.6040], [-0.8183, 2.9020, -0.6679], [-0.1056, -2.1701, -0.4633], [0.1271, -1.6001, 1.1730], [2.2947, -0.4333, 0.3617], [2.1365, -1.3401, -1.1477], [2.4064, -2.1950, 0.3777]],
  "atomic_forces_ev_per_a": [[-0.2, -0.3, -1.6], [0.0, -0.1, 0.1], [0.3, 1.0, 1.1], [1.0, -1.7, 0.9], [0.4, 0.3, -0.4], [-0.2, -0.1, 0.3], [-1.5, 0.5, -0.5], [0.0, 0.4, 0.2], [0.3, 0.0, 0.0], [-0.2, 0.0, -0.1], [0.1, 0.0, 0.0], [-0.1, -0.1, 0.0], [0.2, -0.3, 0.0], [-0.1, 0.3, 0.0], [0.0, 0.0, 0.0], [0.0, 0.0, 0.0], [0.0, 0.1, 0.0]],
  "homo_ev": -7.27,
  "orbital_gap_ev": 7.49,
  "de_lowest_kj_mol": 525.5,
  "e_tot_ev": -10807.016
}


{
  "formula": "C4H9N3O",
  "method": "ωB97M-V with the def2-TZVPD basis set",
  "elements": ["C", "C", "C", "C", "H", "H", "H", "H", "H", "H", "H", "H", "H", "N", "N", "N", "O"],
  "xyz": [[-0.1272, 1.9646, -0.2906], [1.3570, 0.1128, 0.1236], [1.2895, -1.3491, 0.0880], [-0.5254, -0.5468, -0.3456], [0.3157, 2.5906, -1.2833], [-1.1779, 1.9984, -0.0378], [0.5575, 2.4830, 0.5435], [1.6913, 0.5294, -0.7531], [2.0559, 0.2997, 1.0702], [1.8485, -2.0747, -0.5651], [1.3899, -1.8087, 1.0468], [-2.2903, -1.6952, -0.5074], [-1.9362, -0.6031, 1.2218], [0.0666, 0.5765, 0.0523], [-0.0542, -1.6823, -0.2779], [-1.9843, -0.7001, -0.6479], [-2.4764, -0.0950, 0.5624]],
  "atomic_forces_ev_per_a": [[2.0, 2.1, 1.3], [5.4, 0.0, 2.8], [1.0, -4.7, -0.5], [-8.4, -1.7, -2.5], [-1.5, -2.6, 1.9], [-0.4, 1.5, -0.5], [-2.0, -0.7, -1.6], [2.8, 0.7, -2.0], [-1.7, 0.8, -1.9], [0.8, 1.7, 0.3], [0.6, 0.0, 1.1], [1.3, 1.1, -0.7], [-1.0, 0.9, 0.0], [-1.0, 0.8, 0.4], [1.9, -1.1, 0.0], [0.4, 1.8, 0.9], [-0.3, -0.5, 1.0]],
  "homo_ev": -8.68,
  "orbital_gap_ev": 9.51,
  "de_lowest_kj_mol": 601.0,
  "e_tot_ev": -10806.233
}


{
  "formula": "C4H9N3O",
  "method": "ωB97M-V with the def2-TZVPD basis set",
  "elements": ["C", "C", "N", "O", "C", "N", "H", "H", "H", "H", "H", "H", "H", "H", "C", "N", "H"],
  "xyz": [[1.4675, -1.2247, -0.7943], [0.8494, 0.0854, -1.1754], [-0.2850, 0.7238, -0.0023], [-1.5622, 0.5844, -0.3128], [0.0009, 1.4688, 1.0110], [-0.9567, 1.9021, 1.8790], [1.6088, -1.3107, 0.2786], [0.9344, -2.0476, -1.2535], [2.4463, -1.2927, -1.2810], [0.4780, 0.0771, -2.1947], [1.5418, 0.9130, -1.0528], [0.9979, 1.8709, 1.1080], [-0.7045, 2.1090, 2.8309], [-1.8642, 1.4843, 1.7213], [-1.5401, -1.8202, -0.3712], [-1.3003, -2.7916, 0.1990], [-2.1121, -0.7310, -0.5896]],
  "atomic_forces_ev_per_a": [[0.2, -0.1, -0.5], [-0.3, 2.1, 2.6], [0.1, -1.4, -3.2], [-0.4, 1.8, 0.5], [0.4, 0.0, 0.2], [0.0, -0.2, -0.6], [-0.1, -0.3, 0.0], [-0.4, -0.2, 0.6], [0.2, 0.4, 0.2], [-1.0, 0.4, 0.4], [0.4, -0.1, -0.3], [0.2, -0.4, 0.2], [0.2, 0.0, -0.2], [0.0, 0.0, 0.0], [-2.7, 0.2, -0.1], [0.6, -0.1, -0.1], [2.6, -2.0, 0.3]],
  "homo_ev": -8.48,
  "orbital_gap_ev": 9.07,
  "de_lowest_kj_mol": 490.4,
  "e_tot_ev": -10807.379,
  "smiles": "CC/[N+]([O-])=C/N.C#N"
}


{
  "formula": "C4H9N3O",
  "method": "ωB97M-V with the def2-TZVPD basis set",
  "elements": ["H", "N", "C", "N", "N", "C", "O", "C", "C", "H", "H", "H", "H", "H", "H", "H", "H"],
  "xyz": [[-0.5793, 1.8853, 1.5886], [-0.4309, 2.3586, 0.7024], [0.0671, 1.6712, -0.2165], [0.9616, 0.4883, -0.1843], [1.3994, -0.1681, -1.3541], [0.4766, -0.3369, 0.8485], [1.0848, -0.1194, 2.0539], [-0.6203, -1.1091, 0.7798], [-1.4187, -1.3754, -0.4627], [0.1270, 2.0973, -1.2130], [2.1960, 0.3347, -1.7369], [0.6792, -0.2105, -2.0704], [1.7961, 0.5255, 1.9342], [-0.8648, -1.6716, 1.6657], [-1.6186, -0.4506, -1.0109], [-0.8921, -2.0676, -1.1286], [-2.3632, -1.8519, -0.1956]],
  "atomic_forces_ev_per_a": [[0.6, -0.1, 0.3], [-1.2, -0.5, -0.1], [2.7, 0.0, -1.4], [-1.9, 1.1, 0.7], [-0.2, 0.4, -0.3], [-0.9, -0.9, 0.7], [0.3, 0.0, 0.1], [1.1, 0.1, -0.1], [0.3, -0.1, 0.1], [-0.1, 0.2, -0.3], [-0.2, 0.0, 0.2], [-0.1, 0.0, 0.1], [-0.1, -0.2, -0.1], [-0.1, 0.0, 0.2], [-0.1, -0.1, -0.1], [-0.1, 0.1, 0.0], [0.0, 0.2, -0.1]],
  "homo_ev": -8.59,
  "orbital_gap_ev": 9.47,
  "de_lowest_kj_mol": 294.4,
  "e_tot_ev": -10809.411,
  "smiles": "[H]/N=C\\N(N)/C(O)=C\\C"
}


{
  "formula": "C4H9N3O",
  "method": "ωB97M-V with the def2-TZVPD basis set",
  "elements": ["C", "C", "O", "N", "H", "H", "H", "H", "H", "N", "C", "N", "C", "H", "H", "H", "H"],
  "xyz": [[-0.6111, -2.2944, -0.3508], [0.8162, -0.3811, 0.2478], [-0.4925, -1.0655, 0.3332], [1.4777, -0.4446, -0.8938], [2.2903, -1.0478, -0.8391], [1.3466, -0.5957, 1.1914], [-1.6798, -2.5065, -0.4157], [-0.1035, -3.0907, 0.2087], [-0.2287, -2.2409, -1.3743], [0.7471, 2.4468, -0.1166], [0.1426, 1.3730, 0.6153], [-2.3576, 1.1908, -0.0091], [-1.2184, 1.2469, 0.2840], [1.6420, 2.2224, -0.5614], [0.8974, 3.2652, 0.4680], [-2.9219, 0.5032, -0.4851], [0.2539, 1.4188, 1.6973]],
  "atomic_forces_ev_per_a": [[0.2, 0.0, -0.1], [0.8, -1.2, -1.0], [-0.1, 1.0, 0.2], [-1.3, 0.1, 0.5], [0.4, 0.7, 0.3], [-0.3, 0.2, 0.0], [0.0, -0.1, 0.2], [-0.1, 0.0, -0.2], [0.2, 0.1, 0.2], [0.6, 0.5, -0.2], [-0.6, 0.0, 0.0], [0.5, 0.1, 0.1], [0.2, -0.1, 0.0], [-0.5, -0.6, 0.1], [-0.1, -0.3, -0.1], [0.1, 0.0, 0.0], [0.0, -0.3, 0.1]],
  "homo_ev": -7.70,
  "orbital_gap_ev": 7.91,
  "de_lowest_kj_mol": 532.1,
  "e_tot_ev": -10806.947
}


{
  "formula": "C4H9N3O",
  "method": "ωB97M-V with the def2-TZVPD basis set",
  "elements": ["C", "N", "C", "N", "C", "N", "O", "C", "H", "H", "H", "H", "H", "H", "H", "H", "H"],
  "xyz": [[0.6166, -1.2112, 0.0110], [1.8070, -0.8176, -0.5049], [2.3597, 0.3335, -0.3790], [1.7903, 1.4112, 0.2556], [0.4238, 1.5341, 0.1009], [-0.4328, 0.6156, -0.0176], [-1.6876, 0.7335, -0.4035], [-2.6468, -0.1068, -0.0213], [0.4796, -1.4942, 1.1256], [0.2243, -1.9630, -0.6886], [2.4192, -1.6386, -0.9598], [3.4413, 0.3675, -0.5152], [2.2685, 2.2325, 0.5938], [0.2662, 2.5955, 0.2028], [-3.2098, -0.4245, -0.8668], [-3.3418, 0.5387, 0.4708], [-2.4071, -0.9535, 0.7022]],
  "atomic_forces_ev_per_a": [[-3.4, -0.3, 1.4], [2.7, -1.8, -1.6], [2.8, 2.1, 2.9], [-0.8, -4.0, -2.0], [-0.4, 2.6, 1.0], [1.0, -4.2, 0.2], [4.7, 3.6, -1.9], [-3.0, -3.1, 3.0], [0.4, 1.1, -1.8], [-0.8, 0.4, 0.5], [-1.6, 2.4, 0.8], [-0.2, 0.3, -0.6], [0.7, 0.1, -0.3], [-1.6, 0.3, -0.4], [0.1, -0.7, -1.0], [-0.7, 0.2, 0.9], [0.2, 1.1, -1.1]],
  "homo_ev": [-18.78, -18.78],
  "orbital_gap_ev": [8.33, 8.34],
  "de_lowest_kj_mol": 521.3,
  "e_tot_ev": -10788.191,
  "smiles": "C=[NH+]/C=[NH+]\\C=N\\OC",
  "charge": 2
}


{
  "formula": "C4H9N3O2",
  "method": "ωB97M-V with the def2-TZVPD basis set",
  "elements": ["C", "C", "C", "C", "N", "N", "N", "O", "O", "H", "H", "H", "H", "H", "H", "H", "H", "H"],
  "xyz": [[0.9203, -1.3887, 0.7584], [-0.5591, -1.3725, 0.7130], [0.0413, 0.8723, -0.1423], [0.2715, -0.5589, -0.3899], [-0.9233, 1.4916, -0.8761], [1.0165, 1.6592, 0.3901], [0.3630, -1.0776, -1.7109], [-0.8212, 0.1429, 1.6465], [-1.5020, -2.1399, 0.6849], [-1.7864, 0.1974, 1.6333], [1.6055, 1.1755, 1.0509], [-1.6433, 0.9024, -1.2637], [-1.1131, 2.4674, -0.7077], [0.7395, 2.5703, 0.7285], [-0.5158, -1.0765, -2.2105], [1.1049, -0.6758, -2.2690], [1.4254, -0.8905, 1.5775], [1.3765, -2.2985, 0.3871]],
  "atomic_forces_ev_per_a": [[-0.4, 0.2, 0.0], [0.4, 1.0, 0.1], [0.0, 0.6, -0.6], [-0.4, -0.5, 0.5], [0.8, -0.5, 0.6], [-0.5, -0.2, 0.0], [0.0, 0.1, 0.1], [0.0, -0.7, -0.4], [0.0, 0.1, -0.1], [0.1, -0.1, 0.0], [0.0, 0.0, -0.1], [0.0, 0.2, 0.1], [-0.2, -0.2, -0.1], [0.0, 0.0, 0.0], [0.1, -0.1, 0.0], [-0.1, 0.0, 0.0], [0.0, 0.0, 0.0], [0.0, 0.1, 0.0]],
  "homo_ev": -7.58,
  "orbital_gap_ev": 7.96,
  "de_lowest_kj_mol": 316.8,
  "e_tot_ev": -12856.645
}


{
  "formula": "C4H9N3O2",
  "method": "ωB97M-V with the def2-TZVPD basis set",
  "elements": ["H", "N", "C", "N", "C", "N", "C", "C", "O", "O", "H", "H", "H", "H", "H", "H", "H", "H"],
  "xyz": [[2.4842, -1.1018, -0.3534], [1.9947, -0.9407, -1.2287], [0.8107, -0.5366, -1.0751], [-0.0173, -0.3032, -2.1342], [0.0132, -0.5558, 0.3694], [0.7808, -1.2263, 1.3468], [0.2427, 1.0737, 0.4974], [-1.1814, 1.1209, 0.9476], [-1.5730, 1.1708, 2.1035], [-2.0285, 1.3223, -0.1174], [0.3969, -0.3972, -3.0474], [-0.8829, 0.1836, -1.9671], [-0.9325, -1.0321, 0.0861], [1.0038, -2.1849, 1.1130], [0.4210, -1.0390, 2.2790], [0.4520, 1.6885, -0.3729], [0.9291, 1.2535, 1.3193], [-2.9135, 1.5042, 0.2340]],
  "atomic_forces_ev_per_a": [[-0.3, -0.1, 0.1], [0.7, 0.5, -0.4], [-1.0, -2.6, 1.5], [0.0, 0.1, 0.3], [4.1, 0.9, -4.3], [0.2, 0.5, 0.4], [-2.9, -1.5, 1.8], [-0.3, 3.8, 1.3], [0.2, -0.8, -1.3], [0.2, -0.4, 0.2], [-0.2, 0.3, 0.0], [0.0, 0.0, -0.4], [-0.4, 0.9, 0.5], [-0.4, 0.0, 0.4], [0.2, -0.6, -0.2], [-0.1, -0.6, -0.2], [-0.1, -0.1, -0.1], [0.1, -0.2, 0.1]],
  "homo_ev": -9.08,
  "orbital_gap_ev": 9.69,
  "de_lowest_kj_mol": 161.2,
  "e_tot_ev": -12858.257,
  "smiles": "[H]/N=C(/N)[C@@H](N)CC(=O)O"
}


{
  "formula": "C4H9N3O2",
  "method": "ωB97M-V with the def2-TZVPD basis set",
  "elements": ["C", "N", "N", "C", "C", "C", "O", "N", "O", "H", "H", "H", "H", "H", "H", "H", "H", "H"],
  "xyz": [[1.7177, 1.7081, -0.3339], [0.2451, 1.4102, 0.0485], [-0.3055, 0.3272, -0.6190], [-1.6422, 0.6025, -0.7622], [0.0589, -0.8541, 0.1432], [-0.7130, -2.0254, -0.3243], [-1.9803, -1.9017, -0.9423], [0.8128, -0.8460, 1.1368], [0.6427, -2.1116, 1.7637], [2.6584, 1.0022, 0.0223], [1.4906, 1.3013, -1.4042], [1.7718, 2.9762, -0.0090], [-0.0651, 1.4292, 1.0876], [-2.0636, 0.5153, 0.3665], [-1.7309, 1.7000, -1.0704], [-2.1742, 0.0311, -1.6401], [-0.2081, -3.0781, 0.0993], [1.4850, -2.1866, 2.4377]],
  "atomic_forces_ev_per_a": [[-1.5, 0.1, 0.3], [2.0, 1.9, 2.0], [4.7, -1.3, 1.8], [-4.9, 1.5, -0.5], [-3.8, 1.0, -3.9], [-6.5, -2.4, -1.7], [8.8, -2.0, 4.1], [0.7, -0.8, 1.7], [3.9, 0.0, 2.9], [-2.5, 1.9, -0.1], [1.5, 2.0, 1.1], [0.5, -4.1, -1.6], [1.1, -0.2, -2.0], [-0.4, 0.1, -2.7], [0.3, -1.4, 0.6], [0.9, 1.0, 2.4], [-1.8, 2.5, -1.9], [-3.1, 0.4, -2.6]],
  "homo_ev": -8.97,
  "orbital_gap_ev": 7.95,
  "de_lowest_kj_mol": 888.0,
  "e_tot_ev": -12850.724,
  "smiles": "CNN(C)/C(C=O)=N/O"
}


{
  "formula": "C4H9N3O2S",
  "method": "ωB97M-V with the def2-TZVPD basis set",
  "elements": ["C", "C", "N", "N", "C", "S", "C", "O", "O", "N", "H", "H", "H", "H", "H", "H", "H", "H", "H"],
  "xyz": [[0.8820, -0.2529, -2.9145], [0.2094, 0.0983, -1.6462], [-0.2972, -1.0900, -1.0540], [0.0804, -1.2469, 0.0997], [0.9057, -0.1393, 0.5382], [-0.5214, 0.7934, 1.6844], [-1.4877, -0.5323, 2.6447], [-1.3653, 1.5854, 0.7685], [0.2478, 1.5158, 2.6754], [1.1842, 0.6704, -0.5594], [1.8214, -0.7501, -2.7209], [0.9184, 0.5467, -3.7299], [0.2265, -1.0409, -3.4261], [-0.7356, 0.7127, -1.7959], [1.7462, -0.4537, 1.2701], [-0.7448, -1.0926, 3.0884], [-2.0499, -0.0008, 3.4408], [-2.0915, -1.0805, 1.9145], [1.0715, 1.7573, -0.2778]],
  "atomic_forces_ev_per_a": [[-1.1, -0.6, -3.1], [-0.3, 2.6, 0.9], [-0.4, -0.8, 0.3], [0.5, -0.9, 0.5], [-0.7, 0.1, 2.2], [0.0, 0.0, 0.0], [-1.0, 2.6, -1.7], [0.9, -1.5, 0.9], [-0.1, 0.0, 0.1], [-1.2, 2.4, -0.5], [0.4, 0.2, -0.1], [0.4, -0.7, 1.6], [0.8, 0.9, 0.8], [1.3, -0.2, 0.2], [-1.5, 0.7, -1.2], [1.6, -1.4, 0.8], [0.2, -0.2, -0.8], [0.1, 0.1, 0.4], [0.2, -3.3, -1.3]],
  "homo_ev": -9.22,
  "orbital_gap_ev": 9.47,
  "de_lowest_kj_mol": 288.6,
  "e_tot_ev": -23691.387,
  "smiles": "C[C@H]1N=N[C@H](S(C)(=O)=O)N1"
}